{
  "formula": "C8H17N2O",
  "method": "the ωB97M-V functional and the def2-TZVPD basis",
  "species": ["C", "C", "C", "C", "C", "C", "N", "N", "C", "C", "O", "H", "H", "H", "H", "H", "H", "H", "H", "H", "H", "H", "H", "H", "H", "H", "H", "H"],
  "xyz": [[-4.450, 0.237, -0.080], [-3.008, 0.711, -0.035], [-1.933, -0.354, 0.333], [-0.462, 0.134, -0.153], [0.454, -0.803, 0.610], [2.131, -0.536, -0.142], [2.774, -1.810, -0.675], [2.927, -0.164, 1.042], [3.275, 1.016, 0.809], [2.688, 1.576, -0.456], [2.170, 0.401, -1.086], [-4.771, 0.064, 1.028], [-5.023, 0.938, -0.486], [-4.693, -0.754, -0.459], [-2.781, 1.543, 0.478], [-2.944, 1.050, -1.151], [-2.080, -0.533, 1.337], [-2.253, -1.285, -0.208], [-0.276, 0.055, -1.169], [-0.393, 1.124, 0.177], [0.795, -0.631, 1.699], [0.087, -1.900, 0.439], [3.642, -1.321, -1.151], [2.139, -2.258, -1.315], [2.902, -2.495, 0.046], [3.847, 1.447, 1.666], [1.876, 2.269, -0.163], [3.359, 2.279, -0.937]],
  "de_lowest_kcal_mol": 80.69,
  "lumo_energy_ev": -3.3,
  "energy_ev": -13589.4696,
  "charge": 1,
  "mol_weight_g_mol": 157.24,
  "homo_lumo_gap_ev": 9.687
}


{
  "formula": "C8H17N2OS",
  "method": "the ωB97M-V functional and the def2-TZVPD basis",
  "species": ["C", "S", "C", "C", "C", "N", "N", "C", "C", "O", "C", "C", "H", "H", "H", "H", "H", "H", "H", "H", "H", "H", "H", "H", "H", "H", "H", "H", "H"],
  "xyz": [[3.306, -0.381, 1.284], [2.168, -1.481, 0.399], [1.412, -0.356, -0.843], [2.386, 0.495, -1.614], [0.249, 0.474, 0.010], [0.580, 1.740, 0.218], [-0.842, -0.076, 0.460], [-1.926, 0.677, 1.084], [-3.132, 0.647, 0.124], [-3.524, -0.671, -0.136], [-2.485, -1.418, -0.711], [-1.259, -1.447, 0.219], [3.608, -0.933, 2.171], [2.797, 0.537, 1.579], [4.179, -0.177, 0.669], [0.880, -1.021, -1.522], [3.036, -0.181, -2.170], [3.027, 1.112, -0.984], [1.866, 1.122, -2.339], [1.427, 2.100, -0.194], [0.031, 2.378, 0.772], [-1.662, 1.707, 1.298], [-2.197, 0.181, 2.019], [-3.989, 1.144, 0.579], [-2.864, 1.166, -0.810], [-2.195, -0.989, -1.682], [-2.873, -2.425, -0.862], [-1.552, -1.880, 1.181], [-0.454, -2.043, -0.200]],
  "de_lowest_kcal_mol": 0.00,
  "lumo_energy_ev": -2.7,
  "energy_ev": -24428.4474,
  "charge": 1,
  "mol_weight_g_mol": 189.30,
  "homo_lumo_gap_ev": 9.818
}


{
  "formula": "C8H17N3O3",
  "method": "the ωB97M-V functional and the def2-TZVPD basis",
  "species": ["N", "C", "C", "C", "C", "C", "N", "C", "O", "N", "C", "C", "O", "O", "H", "H", "H", "H", "H", "H", "H", "H", "H", "H", "H", "H", "H", "H", "H", "H", "H"],
  "xyz": [[5.378, -1.363, -0.772], [4.901, -0.400, 0.256], [3.222, -0.617, 0.134], [2.425, 0.163, 1.184], [0.895, 0.136, 1.015], [0.460, 0.781, -0.282], [0.696, 2.258, -0.307], [-1.051, 0.721, -0.551], [-1.667, 1.582, -0.032], [-1.678, -0.213, -1.206], [-3.231, -0.294, -1.152], [-3.856, -0.898, 0.150], [-4.566, -1.802, 0.307], [-3.531, -0.160, 1.285], [6.482, -1.264, -0.883], [4.963, -1.060, -1.749], [5.357, -0.636, 1.369], [5.238, 0.721, 0.079], [3.153, -1.716, 0.094], [3.074, -0.329, -0.971], [2.764, 1.121, 1.150], [2.555, -0.339, 2.141], [0.454, 0.593, 1.902], [0.533, -0.907, 1.241], [1.118, 0.038, -0.990], [0.029, 2.645, 0.373], [0.713, 2.630, -1.201], [-1.094, -1.015, -1.225], [-3.725, 0.572, -1.414], [-3.615, -1.100, -1.823], [-3.245, 0.752, 0.902]],
  "de_lowest_kcal_mol": 67.78,
  "lumo_energy_ev": 0.6,
  "energy_ev": -19182.0710,
  "charge": 0,
  "mol_weight_g_mol": 203.24,
  "homo_lumo_gap_ev": 10.026
}


{
  "formula": "C8H17N3OS",
  "method": "the ωB97M-V functional and the def2-TZVPD basis",
  "species": ["C", "C", "C", "C", "C", "C", "C", "C", "N", "N", "N", "O", "S", "H", "H", "H", "H", "H", "H", "H", "H", "H", "H", "H", "H", "H", "H", "H", "H", "H"],
  "xyz": [[1.454, 2.207, -2.309], [0.284, 0.590, -0.803], [1.767, -0.910, 0.331], [-3.179, -1.868, -0.248], [-2.161, 0.311, 1.628], [3.899, 0.567, 1.109], [-1.854, -1.961, 0.499], [-1.225, -0.601, 0.844], [0.349, 1.477, -1.805], [2.567, 2.176, -1.747], [-0.865, 0.112, -0.394], [1.455, 0.269, -0.218], [3.194, -1.085, 1.144], [1.159, 2.778, -3.192], [1.163, -1.794, 0.142], [-3.940, -1.374, 0.348], [-3.084, -1.357, -1.204], [-3.533, -2.874, -0.456], [-2.520, -0.215, 2.509], [-3.025, 0.601, 1.037], [-1.648, 1.211, 1.959], [3.460, 1.167, 1.904], [3.735, 1.041, 0.143], [4.963, 0.459, 1.310], [-1.149, -2.548, -0.095], [-2.014, -2.493, 1.437], [-0.314, -0.765, 1.431], [-0.527, 1.720, -2.260], [3.295, 2.749, -2.163], [-1.707, 0.410, -0.884]],
  "de_lowest_kcal_mol": 0.00,
  "lumo_energy_ev": -9.3,
  "energy_ev": -25906.9389,
  "charge": 2,
  "mol_weight_g_mol": 203.31,
  "homo_lumo_gap_ev": 8.455
}


{
  "formula": "C8H17N4O",
  "method": "the ωB97M-V functional and the def2-TZVPD basis",
  "species": ["H", "N", "C", "C", "C", "N", "O", "N", "C", "C", "C", "N", "C", "C", "H", "H", "H", "H", "H", "H", "H", "H", "H", "H", "H", "H", "H", "H", "H", "H"],
  "xyz": [[0.842, 2.651, 2.014], [0.204, 1.927, 1.655], [0.349, 0.886, 1.049], [-1.238, -0.020, 0.902], [-2.038, 0.756, -0.086], [-2.735, 1.759, 0.420], [-2.085, 0.377, -1.219], [-0.800, -1.284, 0.394], [-1.836, -2.166, -0.174], [0.317, -0.915, -0.587], [1.232, -0.092, 0.295], [1.754, -1.080, 1.323], [2.312, 0.671, -0.532], [1.826, 1.108, -1.923], [-1.584, -0.029, 1.891], [-2.557, 1.849, 1.346], [-3.464, 2.334, -0.077], [-0.380, -1.904, 1.202], [-2.771, -1.823, 0.082], [-1.770, -2.200, -1.259], [-1.796, -3.190, 0.150], [-0.033, -0.274, -1.466], [0.835, -1.895, -1.072], [2.579, -0.625, 1.827], [1.916, -2.006, 0.903], [2.596, 1.627, 0.051], [3.193, 0.028, -0.491], [2.653, 1.587, -2.426], [1.032, 1.797, -1.869], [1.446, 0.149, -2.323]],
  "de_lowest_kcal_mol": 58.70,
  "lumo_energy_ev": -2.7,
  "energy_ev": -16571.1333,
  "charge": 1,
  "mol_weight_g_mol": 185.25,
  "homo_lumo_gap_ev": 10.118
}


{
  "formula": "C8H17O5P",
  "method": "the ωB97M-V functional and the def2-TZVPD basis",
  "species": ["C", "C", "O", "P", "O", "C", "C", "C", "O", "O", "C", "O", "C", "C", "H", "H", "H", "H", "H", "H", "H", "H", "H", "H", "H", "H", "H", "H", "H", "H", "H"],
  "xyz": [[2.955, -1.910, 0.198], [2.890, -0.775, -0.825], [1.561, -0.575, -1.359], [0.483, 0.210, -0.495], [0.227, -0.325, 0.851], [-0.901, 0.189, -1.646], [-1.635, -1.162, -1.629], [-2.801, -1.226, -0.667], [-3.779, -1.889, -0.870], [-2.639, -0.443, 0.425], [-2.785, -1.077, 1.702], [1.080, 1.688, -0.492], [0.330, 2.726, 0.173], [0.699, 2.847, 1.647], [3.606, -2.708, -0.157], [3.330, -1.558, 1.157], [1.962, -2.323, 0.359], [3.258, 0.168, -0.421], [3.497, -1.006, -1.697], [-0.469, 0.353, -2.633], [-1.594, 1.003, -1.436], [-2.054, -1.387, -2.608], [-0.940, -1.972, -1.394], [-3.797, -0.939, 2.082], [-2.569, -2.142, 1.630], [-2.058, -0.608, 2.358], [0.572, 3.641, -0.365], [-0.743, 2.559, 0.051], [1.079, 1.900, 2.023], [1.423, 3.644, 1.811], [-0.189, 3.098, 2.228]],
  "de_lowest_kcal_mol": 0.00,
  "lumo_energy_ev": 0.8,
  "energy_ev": -28100.1445,
  "charge": 0,
  "mol_weight_g_mol": 224.19,
  "homo_lumo_gap_ev": 11.074
}